# C4H10NO2

2 unconnected molecules or ions with the total composition C4H10NO2 (ωB97M-V/def2-TZVPD, OMol25).

## Properties
Kohn-Sham gap: 0.1433 Eh
LUMO level: 0.573 eV
relative energy (zero: lowest compared OMol25 entry of this formula, charge and spin): 9.620 eV
total charge: -1
HOMO level: -3.326 eV

Last column: Löwdin charge in e.
Element x y z (Å)
C  -1.866  -0.235  -0.234  -0.42
O  -2.690  -0.899  0.670  -0.29
C  -0.396  -0.614  0.009  -0.48
C  0.512  0.117  -0.870  -0.22
C  0.972  1.475  -0.240  -0.11
O  2.822  -0.649  0.653  -0.36
N  -0.077  -0.584  1.457  0.06
H  -2.013  -0.404  -1.326  0.09
H  -1.988  0.873  -0.183  0.10
H  -0.398  -1.679  -0.308  0.15
H  1.380  -0.519  -0.583  0.06
H  0.149  2.030  0.251  0.07
H  1.374  2.105  -1.090  0.07
H  1.807  1.018  0.370  0.03
H  0.209  0.095  -1.950  0.13
H  -0.731  -1.214  1.968  0.08
H  0.932  -0.915  1.405  0.05

=====

# C4H10NO2

A single C4H10NO2 molecule (ωB97M-V/def2-TZVPD, OMol25).

## Properties
Kohn-Sham gap (alpha / beta): 0.1367 / 0.3421 Eh
LUMO level (alpha / beta): 0.211 / 0.131 eV
relative energy (zero: lowest compared OMol25 entry of this formula, charge and spin): 4.553 eV
expectation value of S²: 0.7532
HOMO level (alpha / beta): -3.508 / -9.179 eV
multiplicity: 2

Last column: Löwdin charge in e.
Element x y z (Å)
O  0.010  1.158  -0.708  -0.09
C  0.518  1.289  0.620  -0.64
C  0.281  0.026  1.322  -0.23
N  -0.275  -0.975  0.471  -0.03
C  0.039  -1.173  -0.969  -0.25
C  -1.014  -2.079  -1.619  -0.10
O  0.787  2.297  1.217  0.01
H  0.170  2.042  -1.087  0.12
H  -0.468  0.154  2.220  0.11
H  1.292  -0.148  1.899  0.16
H  -1.315  -0.768  0.479  0.15
H  0.007  -1.975  0.858  0.23
H  -0.132  -0.241  -1.741  0.16
H  1.211  -1.327  -0.932  0.17
H  -1.535  -1.492  -2.347  0.05
H  -0.825  -3.140  -2.022  0.10
H  -1.800  -2.298  -0.821  0.08

=====

# C4H10NO2

A molecular structure, C4H10NO2 (ωB97M-V/def2-TZVPD, OMol25).

## Properties
Kohn-Sham gap (alpha / beta): 0.2009 / 0.1142 Eh
LUMO level (alpha / beta): -1.308 / -3.669 eV
relative energy (zero: lowest compared OMol25 entry of this formula, charge and spin): 12.327 eV
expectation value of S²: 0.7530
HOMO level (alpha / beta): -6.774 / -6.777 eV
multiplicity: 2

Last column: Löwdin charge in e.
Element x y z (Å)
C  0.935  0.840  0.149  -0.31
C  0.454  -0.578  0.792  -0.05
C  -0.579  -1.214  0.041  0.06
O  -3.304  -0.846  -0.612  -0.48
N  0.338  2.013  0.839  0.00
C  -0.735  1.525  0.228  -0.08
O  3.048  -1.047  -0.856  0.05
H  1.059  0.464  -0.944  0.15
H  1.995  0.848  0.516  0.13
H  1.037  -0.894  1.643  0.14
H  0.636  -1.374  -0.148  0.15
H  -4.206  -0.705  -0.533  -0.20
H  -1.010  -2.195  0.285  0.12
H  -1.261  -0.713  -0.646  0.06
H  -1.579  1.145  0.733  0.08
H  -1.106  2.101  -0.719  0.16
H  3.677  -1.056  -1.567  0.01

=====

# C4H10NO2

A gas-phase ion, C4H10NO2 (charge +1) (ωB97M-V/def2-TZVPD, OMol25).

## Properties
Kohn-Sham gap: 0.3960 Eh
LUMO level: -3.700 eV
relative energy (zero: lowest compared OMol25 entry of this formula, charge and spin): 1.618 eV
total charge: +1
HOMO level: -14.475 eV
SMILES: C[C@H](O)[C@@H]([NH3+])C=O

Last column: Löwdin charge in e.
Element x y z (Å)
C  0.784  1.079  1.414  -0.02
C  -0.009  -0.111  0.873  -0.36
O  0.880  -1.180  0.584  -0.02
C  -0.622  0.230  -0.503  -0.21
N  0.434  0.128  -1.532  0.24
C  -1.629  -0.893  -0.800  -0.18
O  -1.235  -1.955  -1.190  0.12
H  1.557  0.746  2.108  0.10
H  1.315  1.656  0.651  0.08
H  0.112  1.710  1.990  0.09
H  -0.794  -0.376  1.579  0.16
H  0.942  -1.818  1.302  0.13
H  -1.154  1.178  -0.506  0.17
H  1.138  0.861  -1.406  0.18
H  0.079  0.192  -2.486  0.19
H  0.908  -0.776  -1.364  0.17
H  -2.707  -0.669  -0.714  0.15

=====

# C4H10NO2

A gas-phase ion, C4H10NO2 (charge +1) (ωB97M-V/def2-TZVPD, OMol25).

## Properties
Kohn-Sham gap: 0.3494 Eh
LUMO level: -3.274 eV
relative energy (zero: lowest compared OMol25 entry of this formula, charge and spin): 5.294 eV
total charge: +1
HOMO level: -12.782 eV
SMILES: C[NH2+][C@H]1O[C@@H]1OC

Last column: Löwdin charge in e.
Element x y z (Å)
C  2.718  -0.231  0.140  0.03
N  1.615  0.681  -0.258  0.02
C  0.289  0.043  -0.284  -0.15
O  -0.384  0.458  0.892  -0.04
C  -1.345  0.954  0.027  -0.18
O  -2.498  0.469  -0.319  -0.01
C  -2.852  -0.823  0.172  -0.03
H  2.403  -0.739  1.020  0.11
H  2.693  -1.015  -0.595  0.11
H  3.482  0.442  0.087  0.08
H  1.929  0.957  -1.216  0.20
H  1.710  1.433  0.424  0.19
H  0.129  -0.958  -0.601  0.13
H  -1.029  1.953  -0.364  0.18
H  -3.928  -0.848  0.639  0.15
H  -2.116  -1.242  0.917  0.11
H  -2.817  -1.534  -0.682  0.11

=====

# C4H10NO2

A gas-phase ion, C4H10NO2 (charge +1) (ωB97M-V/def2-TZVPD, OMol25).

## Properties
Kohn-Sham gap: 0.4233 Eh
LUMO level: -3.485 eV
relative energy (zero: lowest compared OMol25 entry of this formula, charge and spin): 1.594 eV
total charge: +1
HOMO level: -15.004 eV
SMILES: C[NH2+][C@@H](C)C(=O)O

Last column: Löwdin charge in e.
Element x y z (Å)
C  -1.332  -1.087  -0.921  -0.01
N  -0.966  0.082  -0.040  0.02
C  0.491  -0.041  0.236  -0.24
C  1.260  0.194  -1.043  -0.02
C  0.796  0.768  1.503  -0.46
O  1.920  0.967  1.881  0.16
O  -0.289  1.181  2.220  0.07
H  -2.296  -0.850  -1.589  0.16
H  -1.580  -1.990  -0.277  0.13
H  -0.467  -1.245  -1.635  0.08
H  -1.157  0.983  -0.514  0.20
H  -1.611  0.100  0.756  0.18
H  0.731  -1.134  0.498  0.20
H  1.040  -0.673  -1.734  0.10
H  1.096  1.151  -1.560  0.12
H  2.303  0.087  -0.940  0.09
H  0.063  1.510  3.159  0.22

=====

# C4H10NO2

A molecular structure, C4H10NO2 (ωB97M-V/def2-TZVPD, OMol25).

## Properties
Kohn-Sham gap (alpha / beta): 0.2067 / 0.2720 Eh
LUMO level (alpha / beta): -3.551 / -8.144 eV
relative energy (zero: lowest compared OMol25 entry of this formula, charge and spin): 2.382 eV
expectation value of S²: 2.0075
total charge: +1
HOMO level (alpha / beta): -9.176 / -15.546 eV
multiplicity: 3

Last column: Löwdin charge in e.
Element x y z (Å)
C  1.237  -0.510  -0.380  -0.13
C  0.906  0.615  0.574  -0.10
C  0.227  -1.295  0.334  -0.16
C  -2.011  0.973  -0.926  -0.47
N  -0.292  -0.102  0.915  0.15
O  -1.310  0.915  -1.970  0.07
O  -2.961  0.086  -0.792  0.09
H  0.854  -0.347  -1.360  0.10
H  2.257  -1.059  -0.564  0.18
H  1.548  0.753  1.522  0.19
H  0.648  1.605  0.220  0.14
H  -0.450  -1.964  -0.173  0.15
H  0.832  -1.974  0.972  0.18
H  -1.929  1.615  -0.075  0.12
H  -0.749  -0.076  1.899  0.23
H  -1.533  0.155  -2.601  0.18
H  -3.308  0.050  0.041  0.06

=====

# C4H10NO2

A gas-phase ion, C4H10NO2 (charge +2) (ωB97M-V/def2-TZVPD, OMol25).

## Properties
Kohn-Sham gap (alpha / beta): 0.4633 / 0.2635 Eh
LUMO level (alpha / beta): -9.079 / -14.505 eV
relative energy (zero: lowest compared OMol25 entry of this formula, charge and spin): 1.375 eV
expectation value of S²: 0.7568
total charge: +2
HOMO level (alpha / beta): -21.684 / -21.675 eV
multiplicity: 2

Last column: Löwdin charge in e.
Element x y z (Å)
C  0.953  1.281  -0.066  0.00
C  0.719  -0.281  -0.061  -0.26
C  -0.849  -0.459  0.206  0.01
C  -1.689  -0.032  -0.982  -0.32
O  -2.913  0.241  -0.418  0.25
O  -1.246  0.055  -2.088  0.48
N  1.624  -1.074  0.852  0.26
H  1.917  1.632  -0.406  0.11
H  0.364  1.794  -0.765  0.07
H  0.702  1.733  0.909  0.12
H  0.978  -0.709  -1.095  0.18
H  -1.298  -1.470  0.514  0.20
H  -1.174  0.192  1.049  0.17
H  -3.403  0.678  -1.118  0.17
H  1.252  -1.974  0.851  0.15
H  2.618  -1.080  0.836  0.18
H  1.446  -0.526  1.781  0.24

=====

# C4H10NO2

A gas-phase ion, C4H10NO2 (charge +2) (ωB97M-V/def2-TZVPD, OMol25).

## Properties
Kohn-Sham gap (alpha / beta): 0.3545 / 0.2079 Eh
LUMO level (alpha / beta): -10.690 / -14.657 eV
relative energy (zero: lowest compared OMol25 entry of this formula, charge and spin): 1.280 eV
expectation value of S²: 0.7584
total charge: +2
HOMO level (alpha / beta): -20.337 / -20.315 eV
multiplicity: 2

Last column: Löwdin charge in e.
Element x y z (Å)
O  -2.283  -1.709  -0.973  0.43
C  -1.863  -1.007  -0.121  0.07
C  -0.704  0.045  -0.420  -0.11
C  0.109  0.246  0.859  -0.37
C  1.073  1.404  0.713  0.02
O  0.752  -1.019  0.974  0.00
N  0.188  -0.471  -1.500  0.27
H  -2.300  -1.015  0.903  0.24
H  -1.231  0.933  -0.774  0.20
H  -0.589  0.385  1.685  0.17
H  1.660  1.486  1.631  0.12
H  1.843  1.167  -0.027  0.10
H  0.632  2.383  0.522  0.12
H  1.339  -1.060  1.745  0.16
H  0.821  0.281  -1.803  0.20
H  -0.266  -0.869  -2.336  0.20
H  0.818  -1.181  -1.078  0.19

=====

# C4H10NO2S

A gas-phase ion, C4H10NO2S (charge +1) (ωB97M-V/def2-TZVPD, OMol25).

## Properties
Kohn-Sham gap (alpha / beta): 0.2423 / 0.3015 Eh
LUMO level (alpha / beta): -4.569 / -4.044 eV
relative energy (zero: lowest compared OMol25 entry of this formula, charge and spin): 4.019 eV
total charge: +1
HOMO level (alpha / beta): -11.161 / -12.248 eV

Last column: Löwdin charge in e.
Element x y z (Å)
C  -1.036  -0.650  -0.212  -0.07
C  1.050  0.029  -1.291  -0.01
C  -0.690  0.243  1.015  -0.36
C  -0.104  1.617  0.600  -0.62
N  0.272  -1.056  -0.736  -0.07
O  0.223  -0.393  1.840  -0.03
O  -0.912  2.249  -0.260  0.05
S  1.305  2.290  1.248  0.96
H  -1.622  -1.496  0.171  0.15
H  -1.563  0.023  -0.964  0.16
H  0.848  0.002  -2.424  0.11
H  2.037  0.025  -1.063  0.02
H  -1.643  0.501  1.516  0.17
H  0.784  -1.289  0.116  0.15
H  0.272  -1.838  -1.392  0.18
H  -0.074  -1.211  2.264  0.14
H  -0.741  3.173  -0.364  0.12
H  1.226  1.913  2.539  -0.07

=====

# C4H10NO2S

2 unconnected molecules or ions with the total composition C4H10NO2S (ωB97M-V/def2-TZVPD, OMol25).

## Properties
Kohn-Sham gap (alpha / beta): 0.2657 / 0.1758 Eh
LUMO level (alpha / beta): -4.038 / -6.752 eV
relative energy (zero: lowest compared OMol25 entry of this formula, charge and spin): 4.624 eV
total charge: +1
HOMO level (alpha / beta): -11.269 / -11.535 eV

Last column: Löwdin charge in e.
Element x y z (Å)
C  0.296  0.831  -0.085  -0.30
C  1.034  -1.502  -0.601  0.00
C  -0.394  -0.931  1.497  -0.01
C  0.290  -0.528  0.209  -0.17
N  1.238  1.205  -1.360  0.24
O  -2.769  1.207  0.896  -0.69
O  -0.350  1.791  0.338  0.10
S  -3.633  0.475  -0.156  0.64
H  0.821  -2.479  -0.256  0.10
H  0.795  -1.422  -1.648  0.10
H  2.033  -1.355  -0.622  0.07
H  -1.533  -1.003  1.392  0.11
H  -0.037  -1.788  2.075  0.10
H  -0.260  -0.039  2.203  0.12
H  0.903  2.199  -1.767  0.23
H  1.222  0.623  -2.210  0.16
H  2.099  1.528  -0.979  0.14
H  -1.755  1.188  1.074  0.03

=====

# C4H10NO3

2 unconnected molecules or ions with the total composition C4H10NO3 (ωB97M-V/def2-TZVPD, OMol25).

## Properties
Kohn-Sham gap: 0.2903 Eh
LUMO level: 3.976 eV
relative energy (zero: lowest compared OMol25 entry of this formula, charge and spin): 3.925 eV
total charge: -1
HOMO level: -3.922 eV

Last column: Löwdin charge in e.
Element x y z (Å)
C  -1.218  -0.627  1.057  -0.40
O  -1.304  -1.712  0.251  -0.34
C  0.323  -0.193  0.998  -0.32
C  0.218  0.964  -0.058  -0.18
C  1.422  1.779  -0.212  -0.36
O  1.625  2.814  0.321  0.02
N  1.169  -1.299  0.359  0.01
H  -1.846  0.218  0.641  0.08
H  -1.589  -0.992  2.061  0.09
H  0.842  0.198  1.947  0.14
H  -0.033  0.619  -1.142  0.14
H  -0.725  1.576  0.330  0.14
H  2.314  1.415  -0.850  0.13
H  0.713  -1.641  -0.454  0.03
H  1.296  -1.992  1.160  0.08
H  -2.405  -0.998  -2.431  -0.11
H  -1.402  -1.419  -1.161  0.05
O  -1.549  -1.030  -2.238  -0.19

=====

# C4H10NO3

2 unconnected molecules or ions with the total composition C4H10NO3 (ωB97M-V/def2-TZVPD, OMol25).

## Properties
Kohn-Sham gap: 0.2733 Eh
LUMO level: 3.609 eV
relative energy (zero: lowest compared OMol25 entry of this formula, charge and spin): 3.465 eV
total charge: -1
HOMO level: -3.828 eV

Last column: Löwdin charge in e.
Element x y z (Å)
O  1.325  2.199  1.980  -0.01
C  0.532  1.291  1.784  -0.21
C  0.773  0.319  0.621  -0.35
C  1.807  0.825  -0.395  -0.07
N  -0.590  -0.014  0.175  -0.02
C  -0.970  0.123  -1.269  -0.42
O  -1.717  -0.950  -1.666  -0.27
H  -0.509  1.413  2.101  0.11
H  1.322  -0.591  0.989  0.14
H  2.515  1.492  0.104  0.07
H  1.302  1.444  -1.138  0.07
H  2.383  0.065  -0.906  0.07
H  -1.022  -0.860  0.500  0.08
H  -1.596  1.027  -1.398  0.09
H  -0.097  0.278  -1.917  0.08
H  -1.170  -2.090  -1.302  -0.01
H  -1.045  -2.892  0.247  -0.06
O  -0.945  -3.055  -0.695  -0.29

=====

# C4H10NO3

3 unconnected molecules or ions with the total composition C4H10NO3 (ωB97M-V/def2-TZVPD, OMol25).

## Properties
Kohn-Sham gap: 0.2904 Eh
LUMO level: 3.307 eV
relative energy (zero: lowest compared OMol25 entry of this formula, charge and spin): 5.976 eV
total charge: -1
HOMO level: -4.596 eV

Last column: Löwdin charge in e.
Element x y z (Å)
C  -0.603  1.250  0.872  -0.10
C  -1.535  0.395  -0.081  -0.26
N  -1.777  0.371  -1.716  -0.08
C  -1.780  1.659  -1.395  -0.19
C  1.577  -0.738  1.761  -0.62
O  1.748  -1.366  0.636  -0.16
O  2.181  0.277  2.273  -0.16
H  -1.244  2.135  1.192  0.08
H  -0.450  0.395  1.687  0.08
H  0.366  1.390  0.301  0.10
H  -2.595  0.310  0.295  0.11
H  -1.038  -0.606  -0.103  0.12
H  -2.732  2.200  -1.291  0.09
H  -0.942  2.315  -1.587  0.08
H  0.640  -0.975  2.208  0.06
H  -0.242  -0.936  -2.271  -0.03
H  0.789  -1.704  -1.327  -0.02
O  0.312  -1.725  -2.162  -0.11

=====

# C4H10NO3

2 unconnected molecules or ions with the total composition C4H10NO3 (ωB97M-V/def2-TZVPD, OMol25).

## Properties
Kohn-Sham gap: 0.2506 Eh
LUMO level: 3.727 eV
relative energy (zero: lowest compared OMol25 entry of this formula, charge and spin): 4.036 eV
total charge: -1
HOMO level: -3.093 eV

Last column: Löwdin charge in e.
Element x y z (Å)
O  -0.233  1.142  -2.629  0.02
C  -1.099  0.452  -2.084  -0.25
C  -0.959  -0.155  -0.773  -0.46
C  -0.107  0.462  0.231  -0.16
C  -0.531  0.016  1.732  -0.50
O  0.497  -0.283  2.501  -0.33
N  -0.929  -1.620  -1.025  0.05
H  -1.985  0.249  -2.610  0.09
H  -1.962  0.138  -0.257  0.17
H  -0.129  1.527  0.318  0.10
H  0.929  -0.003  0.205  0.11
H  -1.198  0.931  2.296  0.11
H  -1.172  -0.817  1.826  0.04
H  -1.222  -2.033  -0.095  0.09
H  0.054  -1.835  -1.254  0.09
H  2.901  1.019  1.375  0.01
H  2.010  -0.058  1.796  -0.05
O  2.793  0.086  1.245  -0.12